[1]
The following is a DFT calculation (ωB97M-V/def2-TZVPD) of C37H95BrClInNO13 as an isolated structure.

Structure (XYZ):
```
149
Properties=species:S:1:pos:R:3:forces:R:3
In -0.053616 2.650763 3.957012 -0.179 -0.221 -0.146
Br 1.051881 3.600724 6.182451 0.056 -0.087 -0.088
Cl 2.244202 -0.145453 1.221702 -0.139 -0.058 -0.111
O 1.880784 -4.648199 5.165081 -0.132 -0.028 -0.026
O -10.101845 -3.415273 -3.250460 0.090 0.144 -0.056
O 1.607565 -2.217948 -8.534496 0.087 0.078 -0.012
O 2.525691 -5.894270 -8.643039 -0.039 -0.016 -0.098
O -8.180027 1.709416 -2.994884 0.163 0.079 -0.096
O -0.888044 0.569506 7.275386 -0.314 -0.057 0.183
O 4.758166 2.667473 -1.451599 -0.129 -0.023 -0.201
O -2.090801 0.515413 0.259198 0.008 0.058 -0.239
O 5.180433 1.390636 -5.449291 0.070 -0.131 -0.190
O 2.003694 -0.557396 7.355957 0.170 0.017 0.087
O 7.585519 4.960338 -0.503261 -0.144 -0.123 0.113
O -7.099104 3.455072 -0.525097 0.021 0.187 0.071
O 7.699124 2.461768 3.162813 -0.061 0.098 -0.033
N -0.779202 -0.214839 3.067911 -0.316 0.168 0.491
C -0.038391 0.443163 4.161667 0.278 -0.041 -0.432
C 3.583818 -6.393535 -9.456946 0.089 0.110 0.204
C -0.041805 -6.129407 5.388128 0.029 0.037 0.066
C 2.576889 2.443104 2.161541 -0.242 0.283 -0.341
C -7.771903 -0.686667 -3.184736 -0.044 0.100 -0.110
C 3.462702 -2.056963 6.109353 0.156 0.163 0.075
C 8.399525 4.314985 0.480773 0.129 0.211 -0.276
C 4.568979 0.122986 -5.684736 -0.197 0.207 0.015
C 9.572853 5.194312 0.870868 -0.016 0.011 0.023
C -2.870655 -0.655077 0.080573 -0.130 0.130 0.178
C 6.505397 2.403718 3.953602 0.136 -0.125 0.113
C 5.787663 2.154197 -2.290601 0.193 0.161 0.552
C 2.707400 1.564440 0.920660 0.252 0.188 0.287
C 6.693501 1.232772 -1.494410 0.052 -0.038 -0.023
C 6.750116 2.854625 5.380120 0.067 0.050 -0.031
C -3.277727 1.350954 3.765034 -0.293 -0.245 0.129
C -2.084612 1.352235 9.239147 -0.059 0.026 -0.007
C -3.967758 -0.450059 -0.950695 0.013 0.063 -0.054
C -1.795996 0.197021 8.295307 0.295 0.124 0.052
C 3.719908 0.123397 -6.941838 0.099 0.020 -0.040
C 1.259011 3.248100 2.255878 0.174 -0.417 0.677
C -7.450125 0.603696 -2.455996 -0.181 -0.097 0.041
C -9.470118 3.160255 -0.211365 -0.150 -0.075 0.068
C 2.312132 -2.478446 -9.744110 -0.146 -0.193 0.022
C -4.270013 0.498581 3.281898 0.123 0.506 0.035
C -2.065458 3.591583 3.798380 0.041 -0.156 -0.269
C -3.141338 2.662583 3.312828 -0.230 0.192 -0.132
C 0.687961 -5.107672 4.535173 0.131 -0.153 0.060
C 2.295001 -1.919095 7.068088 -0.146 0.148 -0.246
C -8.251873 4.004703 0.101851 0.050 -0.115 -0.293
C -5.072871 2.257400 1.871297 0.070 0.089 0.035
C -10.391128 -3.888527 -5.619908 -0.020 0.041 0.020
C -4.070563 3.098341 2.354962 -0.150 -0.558 -0.070
C -5.179231 0.947869 2.331787 0.270 0.056 0.152
C 4.534516 -7.274424 -8.667959 -0.064 -0.024 0.040
C 1.369406 -2.605306 -10.925918 -0.043 0.042 0.022
C -9.418194 -3.662370 -4.476839 -0.224 -0.217 0.054
H -0.288477 -5.702515 6.360651 -0.034 0.031 -0.020
H 5.320309 1.613390 -3.104775 -0.156 0.034 -0.029
H -0.963563 -6.457496 4.905063 0.008 -0.010 -0.005
H -3.538031 -0.155668 -1.909828 0.027 -0.039 -0.021
H 1.516168 4.289358 2.433343 -0.151 0.216 -0.151
H -7.264742 3.428106 -1.474716 -0.027 -0.151 -0.023
H -4.551442 -1.363023 -1.091826 -0.015 -0.013 0.013
H 3.407559 3.151036 2.095015 0.149 0.033 0.099
H -1.973603 4.381428 3.051948 0.061 0.210 0.005
H 3.272066 -0.855338 -7.118223 -0.060 0.029 0.004
H -0.064405 0.847099 7.694030 0.069 0.039 -0.140
H -5.942509 0.282884 1.952457 -0.115 -0.018 -0.075
H 2.900506 -3.394201 -9.625505 0.059 0.024 -0.122
H 3.000641 -1.647302 -9.893003 -0.014 0.045 0.103
H 7.493191 0.820998 -2.114485 0.009 0.017 0.013
H 5.328158 -7.665634 -9.306226 0.010 0.017 0.006
H 0.586965 -7.006606 5.563511 -0.025 -0.030 -0.057
H 3.679714 -3.103285 5.906379 -0.020 -0.030 -0.044
H 7.489254 2.212293 5.867067 -0.052 -0.047 0.019
H -10.372831 3.539327 0.272012 0.030 0.038 0.006
H 3.113338 -6.960481 -10.258707 -0.065 0.033 -0.005
H 0.667822 -3.427832 -10.769878 0.056 -0.055 -0.027
H -2.680179 1.213736 0.570314 -0.013 0.037 0.171
H 4.326763 0.394302 -7.807917 0.029 -0.028 0.009
H 6.355161 2.989986 -2.716146 0.065 -0.096 -0.094
H -4.644064 0.347780 -0.632789 -0.014 -0.045 0.064
H 8.134481 5.128910 -1.274489 -0.021 0.006 -0.031
H 3.241058 -1.561187 5.161603 -0.055 -0.073 -0.030
H -4.301397 -0.515432 3.650236 -0.050 -0.151 0.020
H 5.781152 3.054081 3.466628 0.015 -0.012 -0.068
H 10.186896 4.712464 1.633238 0.005 -0.001 -0.007
H -1.393269 -0.658527 8.853800 -0.114 -0.035 0.037
H -9.635567 3.137203 -1.289417 -0.070 0.065 0.001
H 8.749876 3.355699 0.085573 0.025 -0.045 0.129
H -8.051806 4.021097 1.172542 0.079 -0.013 -0.003
H -0.419848 -1.125303 2.830300 0.209 0.028 -0.227
H 2.920460 -5.378618 -7.932318 -0.030 -0.004 0.043
H -8.401157 5.037231 -0.233545 -0.042 0.024 0.089
H 1.919137 -2.791625 -11.850185 -0.004 -0.017 0.006
H -2.589670 0.962494 4.500515 0.129 0.047 0.020
H -7.542045 -0.587805 -4.247562 0.071 0.009 0.016
H 4.994590 -6.712014 -7.852370 0.053 0.020 -0.042
H 0.785176 -1.692073 -11.042939 0.038 0.026 -0.016
H 5.181954 3.158244 -0.738605 0.007 0.093 -0.050
H 4.476699 2.040168 -5.352089 0.015 0.029 0.028
H 2.752176 1.834637 3.046904 0.123 -0.095 0.098
H -11.044988 -3.023738 -5.736196 0.037 0.028 -0.017
H 0.700457 3.170954 1.324958 -0.077 0.111 -0.131
H -8.800843 -2.787752 -4.668643 0.017 0.024 0.067
H 6.112341 0.409469 -1.076658 -0.004 -0.022 -0.041
H -2.375293 4.084673 4.718809 0.115 -0.111 0.246
H 1.406034 -2.397386 6.647019 0.044 -0.132 0.021
H -9.116891 1.514295 -2.898488 -0.016 -0.008 0.003
H 1.003752 -2.952358 -8.384085 -0.008 -0.013 0.013
H -3.302883 -0.951275 1.042896 0.016 -0.085 -0.055
H 5.381395 -0.597462 -5.772226 0.054 0.035 0.044
H 2.915308 0.857967 -6.863961 -0.054 -0.056 0.035
H 2.113957 1.953893 0.103527 -0.280 -0.142 -0.110
H -2.184008 -1.438567 -0.240461 0.061 0.013 0.002
H 0.066595 -4.227825 4.377671 0.054 0.056 -0.002
H -8.756586 -4.526771 -4.356281 0.067 0.038 -0.087
H 10.202789 5.408145 0.002679 0.039 -0.063 0.015
H -9.862452 -4.057598 -6.559291 -0.005 -0.018 0.004
H 3.727937 1.526449 0.565112 0.176 -0.137 0.012
H 4.354623 -1.582910 6.525625 -0.024 -0.001 0.048
H 3.995205 -8.112053 -8.225127 -0.005 -0.019 -0.040
H -2.801968 1.062168 10.011398 0.019 0.000 0.004
H 4.126517 -5.553972 -9.906143 0.027 -0.061 -0.091
H 0.932830 -5.531738 3.555343 -0.097 0.032 -0.042
H 2.455273 -5.407339 5.303018 0.009 -0.008 -0.006
H -4.014863 4.108931 1.978128 0.067 0.163 -0.028
H 2.522716 -2.399548 8.020703 -0.031 0.046 0.045
H 9.216355 6.148934 1.258941 -0.019 -0.025 0.048
H 5.828376 2.822672 5.961701 -0.007 -0.015 -0.007
H 1.775200 -0.129446 6.520603 -0.082 0.073 0.034
H 7.765418 4.114645 1.339405 -0.053 -0.028 -0.031
H -7.198388 -1.519905 -2.776299 -0.026 -0.004 0.021
H -11.026125 -4.755380 -5.421046 0.047 -0.045 -0.034
H -2.486550 2.199916 8.683740 -0.017 -0.016 -0.018
H -1.166481 1.687402 9.726392 0.001 -0.036 0.032
H -7.675350 0.509672 -1.389490 0.122 -0.023 0.028
H 7.139309 3.873516 5.395027 -0.046 0.020 -0.011
H -5.771981 2.630707 1.134726 0.028 -0.006 -0.062
H -0.448828 0.126032 5.109756 -0.046 0.023 0.284
H 1.023492 0.146812 4.140645 0.074 0.048 0.065
H -0.865576 0.361038 2.247214 0.122 -0.261 -0.313
H 6.109799 1.384093 3.936588 -0.106 0.038 -0.007
H -2.711163 -0.122834 7.795725 0.017 -0.024 -0.045
H -8.834895 -0.926029 -3.099240 0.020 -0.065 0.097
H -10.644916 -4.184148 -3.054626 -0.011 -0.005 0.033
H 7.140352 1.773273 -0.656298 0.063 -0.002 -0.039
H -9.303990 2.133691 0.119148 -0.007 0.008 0.041
H 8.348692 1.879378 3.566670 -0.009 -0.021 0.021
H 3.961173 -0.150975 -4.815659 0.022 -0.118 -0.021
H -6.395052 0.851131 -2.556748 -0.009 0.078 0.017
```
Positions in Å, forces in eV/Å.

Its energy is -5723.8890 a.u. For the maximum force, the calculation gives 0.81 eV/A. As for the spin multiplicity: 1. Its charge is -1.

Here are the Mulliken charges for atoms 1 to 99, given in e:
1 In 1.007
2 Br -0.662
3 Cl -0.247
4 O -0.421
5 O -0.508
6 O -0.529
7 O -0.510
8 O -0.592
9 O -0.193
10 O -0.496
11 O -0.495
12 O -0.520
13 O -0.516
14 O -0.538
15 O -0.523
16 O -0.461
17 N -0.045
18 C -0.863
19 C -0.189
20 C -1.043
21 C -0.003
22 C -1.152
23 C -0.960
24 C 0.224
25 C -0.309
26 C -1.215
27 C -0.299
28 C 0.107
29 C 0.190
30 C -0.443
31 C -0.836
32 C -1.206
33 C 0.159
34 C -1.062
35 C -0.777
36 C -0.334
37 C -0.825
38 C -1.457
39 C 0.038
40 C -0.895
41 C 0.227
42 C -0.802
43 C -1.558
44 C 0.525
45 C -0.199
46 C -0.126
47 C -0.221
48 C -0.304
49 C -1.111
50 C -0.906
51 C -0.422
52 C -1.069
53 C -1.157
54 C 0.002
55 H 0.270
56 H -0.015
57 H 0.339
58 H 0.354
59 H 0.482
60 H 0.280
61 H 0.352
62 H 0.120
63 H 0.394
64 H 0.173
65 H 0.151
66 H 0.390
67 H -0.105
68 H 0.333
69 H 0.378
70 H 0.331
71 H 0.315
72 H 0.266
73 H 0.332
74 H 0.397
75 H 0.285
76 H 0.307
77 H 0.220
78 H 0.272
79 H 0.214
80 H 0.014
81 H 0.296
82 H 0.227
83 H 0.399
84 H 0.095
85 H 0.327
86 H 0.251
87 H 0.136
88 H 0.143
89 H 0.311
90 H 0.174
91 H 0.302
92 H 0.300
93 H 0.334
94 H 0.436
95 H 0.339
96 H 0.340
97 H 0.330
98 H 0.265
99 H 0.299

[2]
The following is a DFT calculation (ωB97M-V/def2-TZVPD) of C21H34BiCl5NOSi4 as an isolated structure.

Structure (XYZ):
```
67
Properties=species:S:1:pos:R:3:forces:R:3
Bi -0.743546 -0.227438 0.625183 -0.583 0.273 -0.059
Cl -1.555878 5.570645 -1.256300 0.017 -0.018 -0.022
Cl -2.869272 0.664244 -3.154269 -0.098 0.010 0.105
Cl -2.172601 0.336590 2.522737 0.204 -0.287 -0.221
Cl -2.960137 3.807300 -3.393041 0.005 0.012 0.019
Cl 0.090266 4.266075 1.056600 -0.041 -0.054 0.060
Si 1.923145 -2.545620 1.808923 -0.080 -0.058 0.110
Si 2.999216 1.382870 1.623007 0.072 0.059 -0.085
Si 2.205305 -0.738944 -1.812970 -0.132 0.146 -0.193
Si 2.072289 -0.523194 0.558507 0.238 -0.214 0.075
O -3.096668 -1.892791 -0.304005 -0.322 0.388 0.122
N -5.084442 0.725250 0.299747 0.131 0.067 -0.014
C 4.725142 0.786223 2.038015 0.052 -0.141 0.060
C 0.866791 -3.779500 0.883533 -0.031 0.027 -0.119
C -0.709214 3.284400 -0.107238 0.008 0.261 -0.111
C 3.989432 -1.256905 -2.032392 0.105 -0.062 0.187
C -4.386844 -1.604460 0.301582 0.041 -0.235 -0.015
C 3.111559 2.764230 0.372252 -0.063 0.050 -0.015
C -2.125710 3.068928 -2.092370 -0.057 -0.187 -0.056
C -5.757050 1.747398 -0.230836 0.100 -0.118 0.053
C 3.675987 -3.157368 2.007921 0.134 0.066 -0.042
C -6.508885 1.644746 -1.392424 -0.010 0.072 -0.012
C -1.392715 1.164649 -0.937223 0.211 0.099 0.269
C 1.984989 1.761234 3.136441 -0.089 0.006 0.095
C 1.019086 -2.035871 -2.446448 -0.062 -0.080 0.082
C -2.118624 1.678820 -1.986142 -0.165 -0.113 -0.236
C -0.687349 1.903938 -0.058438 -0.010 0.007 -0.109
C 1.125011 -2.127376 3.447774 0.025 0.104 0.052
C -1.454162 3.864898 -1.140837 0.144 0.009 0.187
C 1.867092 0.891982 -2.655185 0.085 0.090 0.051
C -5.143993 -0.454911 -0.316239 0.175 0.025 -0.161
C -6.568893 0.416844 -2.028645 0.005 -0.065 -0.073
C -5.877786 -0.652171 -1.481349 -0.060 -0.011 -0.029
H 3.975573 2.613215 -0.281266 -0.057 -0.005 0.024
H -0.015956 -1.817883 -2.160505 0.065 -0.033 -0.070
H -7.040965 2.504376 -1.781243 0.043 -0.045 0.042
H 4.677018 -0.479568 -1.684875 -0.033 -0.068 -0.045
H 2.517902 1.687206 -2.280374 -0.068 -0.073 -0.056
H 4.285616 -2.446742 2.573216 -0.031 -0.077 -0.045
H 0.829920 1.206326 -2.521236 0.035 0.011 -0.025
H -5.923131 -1.632379 -1.944492 0.005 0.032 0.043
H 3.688530 -4.109473 2.546508 -0.038 0.050 -0.027
H 2.051996 0.786243 -3.729480 -0.021 -0.011 0.069
H 2.330570 2.689303 3.603170 -0.001 -0.060 -0.046
H 1.064730 -3.021304 4.076320 0.008 0.033 -0.057
H 4.720360 -0.059388 2.732558 0.010 0.096 -0.050
H -4.175387 -1.388009 1.341991 -0.029 0.057 0.086
H 4.155627 -3.317932 1.037602 -0.014 -0.010 0.086
H -5.009716 -2.498441 0.238589 0.068 -0.113 0.046
H 1.268586 -3.037896 -2.091463 -0.035 0.062 -0.020
H -0.143100 -3.401225 0.687647 0.068 -0.080 0.002
H 5.301476 1.593058 2.502464 -0.060 -0.029 -0.038
H 0.104657 -1.745385 3.328754 0.079 -0.032 0.048
H 0.761528 -4.692087 1.477953 0.004 0.061 0.000
H -5.690608 2.686567 0.309163 -0.019 -0.023 -0.043
H -7.150769 0.288945 -2.933429 0.015 0.013 0.039
H 1.315103 -4.058429 -0.072939 -0.040 -0.002 0.065
H 4.196371 -1.435961 -3.091693 -0.040 0.023 0.042
H 4.214156 -2.180006 -1.488275 0.013 0.072 -0.077
H 3.242989 3.718390 0.891506 0.024 -0.048 -0.054
H 1.060165 -2.049854 -3.540167 -0.007 0.020 0.057
H 0.926298 1.889573 2.896592 0.047 0.018 0.025
H 5.259162 0.481562 1.132179 -0.003 0.019 0.085
H 2.075809 0.961643 3.877285 -0.013 0.069 -0.054
H -3.231888 -1.944223 -1.257623 0.072 0.014 -0.037
H 1.700178 -1.374865 3.995819 -0.064 -0.079 -0.033
H 2.215652 2.849915 -0.246158 0.071 0.010 0.063
```
Positions in Å, forces in eV/Å.

For the maximum force, the calculation gives 0.65 eV/A. As for the spin multiplicity: 1. Its charge is +1. The calculation puts the relative energy (zero: lowest compared OMol25 entry of this formula, charge and spin) at 52.3 kcal/mol.

What are the Mulliken partial charges on each atom? They are as follows, in elementary charge units:
1 Bi 0.744
2 Cl -0.157
3 Cl -0.143
4 Cl -0.456
5 Cl -0.166
6 Cl -0.135
7 Si 0.430
8 Si 0.692
9 Si 0.634
10 Si -0.392
11 O -0.425
12 N -0.340
13 C -1.121
14 C -0.837
15 C 0.356
16 C -1.119
17 C -1.186
18 C -0.881
19 C 0.248
20 C -0.359
21 C -1.059
22 C -0.456
23 C -0.483
24 C -0.930
25 C -0.881
26 C 0.304
27 C -0.557
28 C -0.880
29 C 0.057
30 C -0.653
31 C 0.908
32 C -0.395
33 C -0.412
34 H 0.392
35 H 0.181
36 H 0.422
37 H 0.309
38 H 0.282
39 H 0.302
40 H 0.015
41 H 0.371
42 H 0.405
43 H 0.441
44 H 0.431
45 H 0.420
46 H 0.269
47 H 0.343
48 H 0.308
49 H 0.406
50 H 0.325
51 H 0.209
52 H 0.400
53 H 0.252
54 H 0.409
55 H 0.425
56 H 0.429
57 H 0.254
58 H 0.412
59 H 0.308
60 H 0.378
61 H 0.427
62 H 0.246
63 H 0.313
64 H 0.310
65 H 0.296
66 H 0.255
67 H 0.103